Here is one molecule with the formula C4H4O2 from the Open Molecules 2025 dataset. Energies are from the ωB97M-V functional and the def2-TZVPD basis.

```
10
Properties=species:S:1:pos:R:3:lowdin_charge:R:1
C 2.38 -0.51 -0.52 0.127
C 1.37 -0.11 0.00 -0.091
C 0.20 0.47 0.66 -0.185
O -0.86 -0.49 0.78 -0.021
C -1.94 -0.24 0.02 -0.335
O -2.06 0.66 -0.77 0.075
H 3.29 -0.87 -0.93 0.029
H -0.16 1.33 0.10 0.120
H 0.47 0.78 1.67 0.134
H -2.71 -0.98 0.27 0.147
```

Results
* HOMO energy: -0.38311 Eh
* LUMO level: 0.90 eV
* SMILES: C#CCOC=O
* 2S+1: 1


Here is C20H39NO4RhS2Si2 as an isolated structure in a non-equilibrium geometry from the Open Molecules 2025 dataset. Energies are from the ωB97M-V functional and the def2-TZVPD basis.

```
69
Properties=species:S:1:pos:R:3:lowdin_charge:R:1
Rh -0.67 -0.50 0.78 0.877
C -3.76 -1.25 1.12 -0.129
O -3.90 -0.20 2.03 -0.180
C -3.08 -0.30 3.18 -0.185
C -2.34 1.02 3.39 -0.147
O -1.58 1.35 2.23 -0.217
C -2.06 2.48 1.51 -0.157
C -1.46 2.44 0.11 -0.191
O -1.83 1.27 -0.59 -0.279
C -3.15 1.31 -1.10 -0.068
H -3.99 -2.22 1.58 0.074
H -2.69 -1.29 0.73 0.031
H -4.44 -1.07 0.29 0.096
H -2.33 -1.09 3.03 0.067
H -3.69 -0.54 4.06 0.142
H -1.65 0.91 4.23 0.138
H -3.06 1.82 3.61 0.135
H -1.75 3.40 2.02 0.145
H -3.15 2.46 1.46 0.129
H -0.37 2.41 0.16 0.091
H -1.78 3.33 -0.45 0.138
H -3.28 2.18 -1.76 0.106
H -3.90 1.37 -0.30 0.090
H -3.32 0.40 -1.67 0.096
C 2.31 0.94 -4.13 -0.154
Si 0.81 1.20 -2.97 0.563
C 0.22 3.01 -3.04 -0.148
C -0.59 0.00 -3.47 -0.154
C 1.48 0.66 -1.27 -0.212
C 1.48 -0.78 -1.21 -0.404
C 2.63 -1.51 -1.56 -0.012
C 2.58 -2.88 -1.62 -0.016
C 1.38 -3.53 -1.35 -0.029
C 0.29 -2.77 -0.99 -0.145
N 0.35 -1.44 -0.90 -0.040
Si 2.56 1.59 0.00 0.551
C 4.43 1.32 -0.32 -0.158
C 2.20 3.45 0.18 -0.159
C 2.04 0.79 1.65 -0.199
H 2.05 1.19 -5.15 0.034
H 2.65 -0.08 -4.11 0.023
H 3.14 1.58 -3.84 0.028
H 0.30 3.37 -4.05 0.037
H 0.80 3.67 -2.41 0.006
H -0.82 3.09 -2.74 0.014
H -1.22 0.43 -4.24 0.038
H -1.22 -0.23 -2.62 -0.006
H -0.19 -0.93 -3.85 0.036
H 3.53 -0.96 -1.80 0.110
H 3.46 -3.46 -1.88 0.122
H 1.30 -4.60 -1.41 0.115
H -0.66 -3.22 -0.77 0.087
H 4.72 1.66 -1.31 0.030
H 4.71 0.27 -0.22 0.022
H 5.01 1.88 0.40 0.035
H 1.98 3.95 -0.75 0.008
H 3.07 3.95 0.61 0.037
H 1.37 3.64 0.86 0.023
H 2.45 -0.22 1.75 0.004
H 0.94 0.72 1.70 -0.041
H 2.37 1.35 2.51 0.050
C 0.14 -5.57 3.58 -0.085
O 0.56 -4.25 3.25 -0.204
C -0.22 -3.48 2.54 -1.263
S -1.67 -3.93 1.87 0.685
S 0.37 -1.88 2.41 0.698
H 1.02 -6.06 3.99 0.101
H -0.23 -6.09 2.70 0.072
H -0.65 -5.52 4.33 0.100
```

Results
* HOMO energy (spin up / spin down): -0.39958 / -0.40362 Eh
* ⟨S²⟩: 6.016
* LUMO level (spin up / spin down): -2.33 / -5.02 eV
* total charge: +1
* 2S+1: 5